<one>
C4H10N | wB97M-V/def2-TZVPD

Kohn-Sham gap   11.5488 eV
Charge   +1
Molar mass   72.1 g/mol
SMILES   C=C[NH+](C)C

Each line ends with the Löwdin charge.
Element x y z (Å)
C 2.1642 0.0450 -0.8637  0.104
C 1.2035 0.0421 0.0339  -0.162
N -0.1751 -0.3217 -0.2220  -0.233
C -0.7402 -1.1364 0.8670  -0.013
C -0.9982 0.8766 -0.4770  -0.008
H 3.1545 0.3640 -0.5894  0.087
H 2.0243 -0.2627 -1.8881  0.084
H 1.3585 0.3643 1.0554  0.140
H -0.2976 -1.0084 -1.2400  0.312
H -0.8731 -0.5210 1.7566  0.115
H -1.7092 -1.5392 0.5789  0.113
H -0.0735 -1.9627 1.1093  0.116
H -1.0264 1.4956 0.4194  0.117
H -0.5743 1.4620 -1.2888  0.113
H -2.0169 0.5916 -0.7358  0.113

<two>
C4H10N | wB97M-V/def2-TZVPD

Kohn-Sham gap   11.3081 eV
Charge   +1
Molar mass   72.1 g/mol
SMILES   C[C@H]1C[C@@H]1[NH3+]

Each line ends with the Löwdin charge.
Element x y z (Å)
C -1.8668 0.4156 -0.2111  -0.077
C -0.4662 0.4379 0.2050  -0.306
C 0.1197 -0.5338 1.2285  0.000
C 0.5019 -0.6041 -0.2797  -0.212
N 1.7774 0.0335 -0.6124  0.222
H -1.9393 0.1803 -1.3419  0.117
H -2.3811 1.4285 -0.2356  0.107
H -2.5442 -0.2422 0.3162  0.082
H -0.0244 1.4835 0.0718  0.164
H 0.7404 -0.1148 1.9802  0.100
H -0.4637 -1.3240 1.6878  0.124
H 0.3382 -1.4546 -0.8120  0.132
H 2.1278 -0.3258 -1.4657  0.155
H 2.3137 -0.4612 0.1293  0.194
H 1.7664 1.0813 -0.6604  0.198

<three>
C4H10N | wB97M-V/def2-TZVPD

Kohn-Sham gap   10.5408 eV
Charge   +1
Molar mass   72.1 g/mol
SMILES   C/C=C(\C)[NH3+]

Each line ends with the Löwdin charge.
Element x y z (Å)
C -2.4639 0.0070 -0.6653  0.062
C -0.6776 0.2291 -0.5253  0.044
C 0.5268 0.0091 0.1511  -0.282
C 0.7916 -0.5632 1.5398  -0.016
N 1.7487 0.5226 -0.5073  0.180
H -2.6101 -0.8848 0.0358  0.089
H -2.7624 0.8414 -0.1573  0.020
H -2.5938 -0.2647 -1.6840  0.053
H -0.3328 0.3457 -1.5554  0.068
H 0.2279 -1.5104 1.5424  0.105
H 0.3211 0.0491 2.2170  0.061
H 1.7174 -0.8212 1.9278  0.063
H 2.3946 -0.1672 -0.9255  0.182
H 2.3786 1.2216 -0.0349  0.202
H 1.3339 0.9859 -1.3591  0.167

<four>
C4H10N | wB97M-V/def2-TZVPD

Kohn-Sham gap   7.4982 eV
Charge   +1
Molar mass   72.1 g/mol

Each line ends with the Löwdin charge.
Element x y z (Å)
C 0.1105 -1.1624 -0.2929  -0.148
N -0.5185 0.0901 -0.0689  0.322
C -0.1381 0.4665 1.2770  -0.118
C 1.1813 -0.2783 1.6062  -0.129
C 1.5111 -1.0389 0.3137  -0.130
H -0.4518 -1.9220 0.2850  0.197
H 0.1017 -1.4570 -1.3415  0.142
H -3.7801 3.3670 -5.1488  0.002
H -4.0707 3.3535 -4.4755  -0.002
H -0.8996 0.0720 1.9817  0.196
H -0.2290 1.5534 1.3179  0.152
H 1.8918 0.4580 1.9731  0.129
H 1.0455 -1.0546 2.3613  0.125
H 2.0311 -1.9724 0.5127  0.131
H 2.2147 -0.4748 -0.3009  0.129

Most stable = <one>

<one>
C2H6N2Si | wB97M-V/def2-TZVPD

Kohn-Sham gap (spin up / spin down)   9.0054 / 6.4003 eV
Charge   0
Molar mass   86.2 g/mol

Each line ends with the Löwdin charge.
Element x y z (Å)
C -1.7976 -0.0865 -0.3041  -0.331
C -0.3246 -0.5192 -0.7422  -0.234
N -2.0922 0.4413 0.7401  0.141
N 0.8028 0.3433 -0.2732  -0.286
Si 1.3500 0.4465 1.2731  0.590
H -2.5134 -0.4950 -1.0085  0.096
H -0.3547 -1.5225 -0.4154  0.081
H -0.2600 -0.5227 -1.8267  0.097
H 1.1968 0.8740 -1.1021  0.105
H 1.9299 1.7136 1.7457  -0.127
H 2.0631 -0.6729 1.9132  -0.131

<two>
C2H6N2Si | wB97M-V/def2-TZVPD

Kohn-Sham gap   8.9318 eV
Charge   0
Molar mass   86.2 g/mol

Each line ends with the Löwdin charge.
Element x y z (Å)
C -0.6461 -0.8308 0.5930  -0.255
C -1.2493 0.4012 0.6237  -0.161
N 0.6643 -1.0498 0.1023  -0.146
N 1.2824 0.0594 -0.5078  -0.185
Si -0.0211 1.2123 -0.5670  0.576
H -1.0267 -1.7589 0.9477  0.096
H -2.0784 0.3901 1.1864  -0.008
H 0.8356 -1.9890 -0.3003  0.131
H 2.1676 0.2170 -0.0291  0.075
H -0.5991 0.9388 -1.7944  -0.060
H 0.6707 2.4099 -0.2545  -0.063

<three>
C2H6N2Si | wB97M-V/def2-TZVPD

Kohn-Sham gap (spin up / spin down)   6.9552 / 6.9540 eV
Charge   0
Molar mass   86.2 g/mol

Each line ends with the Löwdin charge.
Element x y z (Å)
C -0.1157 0.3922 -0.6604  -0.620
C 0.5924 -0.7183 -0.2992  -0.152
N 0.7497 1.1899 0.1354  -0.019
N 1.5286 -0.0267 0.4824  0.024
Si -1.9234 0.2131 0.2205  0.572
H -0.2980 0.7818 -1.6669  0.112
H 0.4380 -1.7733 -0.4403  0.104
H 1.3671 1.6698 -0.5099  0.110
H 1.7139 -0.2235 1.5202  0.166
H -1.7658 -0.3448 1.7152  -0.151
H -2.2867 -1.1603 -0.4969  -0.146

Most stable = <two>

<one>
C5H5ClO | wB97M-V/def2-TZVPD

Kohn-Sham gap   8.5180 eV
Charge   0
Molar mass   116.5 g/mol
SMILES   ClC1=COCC=C1

Each line ends with the Löwdin charge.
Element x y z (Å)
Cl -1.4191 2.7937 0.7751  0.483
C -0.3582 1.2497 0.4029  -0.526
C 0.3036 0.4813 1.3414  -0.142
O 0.8605 -0.7183 1.1065  -0.106
C 0.6037 -1.3511 -0.1402  -0.173
C -0.2701 -0.5510 -1.0744  -0.061
C -0.6564 0.7386 -0.8768  -0.166
H 0.3249 0.4650 2.5843  0.198
H 0.4060 -2.5387 0.2820  0.189
H 1.5350 -1.3925 -0.6910  0.103
H -0.2628 -0.6369 -2.1792  0.116
H -1.0671 1.4603 -1.5304  0.085

<two>
C5H5ClO | wB97M-V/def2-TZVPD

Kohn-Sham gap   7.3925 eV
Charge   0
Molar mass   116.5 g/mol

Each line ends with the Löwdin charge.
Element x y z (Å)
C 0.0481 -0.2571 0.8238  -0.407
C 0.7180 -1.0510 -0.2754  0.003
C 0.3964 -0.3519 -1.3897  -0.161
C -0.3742 0.7666 -1.3018  -0.159
C -0.6407 0.8617 0.0406  -0.577
H 0.0914 -0.4815 3.0930  0.329
H 0.9164 0.1881 1.3405  0.141
H 1.2872 -1.9014 -0.1945  0.083
H 0.5501 -0.6793 -2.3768  0.094
H -0.4878 1.7686 -2.0115  0.178
O -0.6440 -0.9536 1.8989  -0.143
Cl -1.8608 2.0907 0.3529  0.621

Most stable = <one>

<one>
C3H9N2S | wB97M-V/def2-TZVPD

Kohn-Sham gap   5.8791 eV
Charge   -1
Molar mass   105.2 g/mol
SMILES   NCNCC[S-]

Each line ends with the Löwdin charge.
Element x y z (Å)
N 0.4536 2.1373 -1.1885  -0.022
C 1.1316 1.0841 -0.3887  -0.356
N 0.2466 0.3707 0.4484  -0.104
C -0.2982 -0.9358 0.0734  -0.373
C -1.0675 -1.5580 1.2172  -0.820
S -1.2499 -3.3569 1.0214  0.044
H -0.3501 1.7132 -1.6452  0.049
H 1.0679 2.4222 -1.9484  0.041
H 1.6406 0.3725 -1.0495  0.106
H 1.8974 1.5903 0.2091  0.093
H -0.4283 0.9603 0.9145  0.105
H 0.5456 -1.5700 -0.2267  0.082
H -0.9609 -0.8622 -0.8038  0.093
H -2.0628 -1.0839 1.2278  0.031
H -0.5658 -1.2839 2.1390  0.029

<two>
C3H9N2S | wB97M-V/def2-TZVPD

Kohn-Sham gap   5.8032 eV
Charge   -1
Molar mass   105.2 g/mol
SMILES   NCNCC[S-]

Each line ends with the Löwdin charge.
Element x y z (Å)
N 0.6342 -0.4362 2.5102  -0.017
C 1.0236 -0.1184 1.1623  -0.369
N -0.0349 0.5088 0.3874  -0.081
C -0.1479 0.1352 -1.0111  -0.418
C -1.4361 0.4416 -1.7333  -0.696
S -1.5963 -0.8724 -3.1151  -0.019
H -0.0849 -1.1458 2.5708  0.060
H 1.3812 -0.7448 3.1161  0.045
H 1.3038 -1.0324 0.6236  0.100
H 1.9798 0.4423 1.0920  0.110
H -0.0271 1.5130 0.5124  0.100
H 0.6830 0.5368 -1.6229  0.097
H 0.1056 -0.9161 -1.1576  0.046
H -2.2632 0.3338 -1.0125  0.035
H -1.5208 1.3546 -2.3223  0.006

Most stable = <one>

<one>
C2H5FO | wB97M-V/def2-TZVPD

Kohn-Sham gap   12.0448 eV
Charge   0
Molar mass   64.1 g/mol
SMILES   CCOF

Each line ends with the Löwdin charge.
Element x y z (Å)
C 0.9549 -0.4271 0.0414  -0.053
C -0.2703 0.5898 -0.0974  -0.245
O -1.1898 -0.4132 0.0037  -0.098
F -2.4814 0.1762 0.0367  -0.066
H 0.5139 -1.0900 0.8659  0.104
H 1.1080 -1.2061 -0.7210  0.069
H 1.9341 0.0613 0.1381  0.074
H -0.3360 1.1613 -1.0374  0.128
H -0.2334 1.1477 0.7700  0.088

<two>
C2H5FO | wB97M-V/def2-TZVPD

Kohn-Sham gap (spin up / spin down)   8.9860 / 8.4834 eV
Charge   0
Molar mass   64.1 g/mol

Each line ends with the Löwdin charge.
Element x y z (Å)
C -0.5022 -0.0691 -0.9403  -0.063
C 0.3040 0.0022 0.2610  -0.492
O 0.5619 -0.9225 1.1553  0.025
F 1.5946 0.5043 -0.0704  -0.024
H 0.0710 -0.3765 -1.7336  0.060
H -1.3063 -0.6793 -0.6580  0.070
H -1.0925 0.8597 -1.2922  0.128
H -0.8322 1.3063 1.3682  0.105
H 1.2018 -0.6253 1.9099  0.191

Most stable = <two>

<one>
C5H4O2 | wB97M-V/def2-TZVPD

Kohn-Sham gap   9.1747 eV
Charge   0
Molar mass   96.1 g/mol
SMILES   C=C/C=C1/OC1=O

Each line ends with the Löwdin charge.
Element x y z (Å)
C 1.2324 -1.0567 -0.7278  0.024
C 1.2192 0.2748 -0.6521  -0.170
C 0.1743 1.0768 0.0042  -0.033
C -0.9142 0.5535 0.5382  -0.111
O -2.0802 1.0255 1.2260  0.162
C -1.9223 -0.3167 0.9913  -0.384
O -2.5044 -1.3275 1.1984  0.172
H 0.4460 -1.6678 -0.2890  0.066
H 2.0345 -1.5823 -1.2356  0.058
H 2.0287 0.8460 -1.1007  0.096
H 0.2907 2.1564 0.0549  0.121

<two>
C5H4O2 | wB97M-V/def2-TZVPD

Kohn-Sham gap   8.8401 eV
Charge   0
Molar mass   96.1 g/mol
SMILES   O=C=C/C=C\C=O

Each line ends with the Löwdin charge.
Element x y z (Å)
O -0.8005 -1.4067 -2.1008  0.218
C -1.0523 -0.6228 -1.2867  -0.168
C -1.4138 0.2413 -0.3418  -0.080
C -0.5549 0.6477 0.7552  -0.099
C 0.7523 0.3702 0.9195  -0.080
C 1.5760 -0.3280 -0.0790  -0.267
O 1.5190 -0.1525 -1.2814  0.036
H -2.4533 0.5437 -0.3833  0.113
H -1.0735 1.1672 1.5603  0.110
H 1.2384 0.5924 1.8655  0.098
H 2.2693 -1.0860 0.3297  0.118

<three>
C5H4O2 | wB97M-V/def2-TZVPD

Kohn-Sham gap   8.6694 eV
Charge   0
Molar mass   96.1 g/mol
SMILES   C=C1OC=CC1=O

Each line ends with the Löwdin charge.
Element x y z (Å)
C 1.9803 0.3403 0.0592  0.104
C 0.7293 0.1557 0.3688  -0.174
O 0.2892 -1.2576 -0.0480  -0.099
C -1.1264 -1.3144 0.0012  -0.047
C -1.6385 -0.0380 0.2532  -0.019
C -0.5122 0.8918 0.1167  -0.392
O -0.8389 2.0686 -0.1401  0.048
H 2.5096 1.4181 0.0179  0.131
H 2.8406 -0.3819 -0.3460  0.132
H -1.5071 -2.3269 -0.3953  0.152
H -2.7261 0.4443 0.1124  0.165

Most stable = <two>

<one>
C4H11N2O2 | wB97M-V/def2-TZVPD

Kohn-Sham gap   8.2648 eV
Charge   -1
Molar mass   119.1 g/mol

Each line ends with the Löwdin charge.
Element x y z (Å)
C 1.4752 -0.1213 -2.6156  -0.127
C 0.4118 0.1758 -1.5811  -0.340
N -0.9372 -0.3504 -1.8478  -0.132
C -1.9773 0.3641 -1.0097  -0.124
H 2.4740 0.2014 -2.3093  0.058
H 1.2969 0.3772 -3.5709  0.048
H 1.5987 -1.2066 -2.8316  0.065
H 0.3267 1.2576 -1.4926  0.096
H 0.7644 -0.1499 -0.5430  0.086
H -0.9791 -1.3366 -1.5772  0.086
H -2.8959 -0.1874 -1.1620  0.054
H -1.7108 0.3965 0.0622  0.064
H -2.0064 1.3730 -1.4258  0.064
N -0.2160 0.2385 3.0773  0.058
C 0.3033 -0.0571 1.7398  -0.823
O 0.2664 -1.2668 1.4009  -0.101
O 0.7209 0.9480 1.0843  -0.127
H -0.1522 -0.6160 3.6573  0.059
H 0.1791 1.0555 3.5049  0.035

<two>
C4H11N2O2 | wB97M-V/def2-TZVPD

Kohn-Sham gap   6.3214 eV
Charge   -1
Molar mass   119.1 g/mol
SMILES   NC[C@H](CO)NC[O-]

Each line ends with the Löwdin charge.
Element x y z (Å)
N -1.6741 1.3146 0.8836  -0.030
C -1.0127 0.0068 0.6366  -0.240
C 0.4352 0.2708 0.0962  -0.372
C 0.3812 0.8137 -1.3491  -0.185
O 1.2185 2.0389 -1.3388  -0.134
N 1.3806 -0.8016 0.2363  -0.043
C 0.8192 -2.2204 0.0026  -0.527
O -0.0290 -2.6167 0.9501  -0.354
H -1.5232 1.6733 1.8185  0.046
H -2.6767 1.2204 0.7815  0.041
H -1.6340 -0.4395 -0.1405  0.102
H -1.0449 -0.6581 1.4843  0.081
H 0.7463 1.1388 0.7174  0.129
H 0.9617 0.3041 -2.1121  0.103
H -0.6513 1.0542 -1.6752  0.106
H 0.5780 2.7387 -1.1932  0.052
H 1.7087 -0.8079 1.1963  0.077
H 0.3493 -2.0936 -1.0166  0.082
H 1.6672 -2.9366 0.0218  0.067

Most stable = <one>

<one>
C5H13NS | wB97M-V/def2-TZVPD

Kohn-Sham gap   9.0352 eV
Charge   0
Molar mass   119.2 g/mol
SMILES   CNCCCCS

Each line ends with the Löwdin charge.
Element x y z (Å)
C 2.4149 -1.6277 0.5194  -0.137
N 1.1675 -1.0387 0.9138  -0.141
C 0.0497 -1.0321 0.0071  -0.252
C 0.0470 0.1437 -0.9845  -0.205
C -0.4989 1.4852 -0.4310  -0.284
C -1.7074 1.3948 0.4730  -0.571
S -3.1459 0.6201 -0.3313  0.700
H 2.9154 -2.0845 1.3701  0.075
H 3.0897 -0.8750 0.1200  0.063
H 2.2392 -2.3551 -0.2755  0.077
H 1.0530 -0.8414 1.8882  0.102
H -0.8962 -1.1156 0.5342  0.093
H 0.1797 -1.9177 -0.6294  0.108
H 1.0890 0.3297 -1.2434  0.103
H -0.4875 -0.1208 -1.8926  0.094
H -0.7356 2.0824 -1.3093  0.098
H 0.3394 2.0203 0.0226  0.106
H -1.5094 0.8188 1.3766  0.060
H -2.0082 2.3818 0.7936  0.062
H -3.5955 1.7316 -0.9217  -0.150

<two>
C5H13NS | wB97M-V/def2-TZVPD

Kohn-Sham gap   8.8680 eV
Charge   0
Molar mass   119.2 g/mol

Each line ends with the Löwdin charge.
Element x y z (Å)
C -1.6088 2.0338 -0.8623  -0.084
C -1.7823 0.7751 -0.0578  -0.167
C -1.2601 0.6231 1.1887  -0.303
N -1.6898 -0.3258 2.1578  0.038
H -1.1304 2.7934 -0.2364  0.075
H -1.0064 1.9016 -1.7612  0.073
H -2.5793 2.4395 -1.1600  0.080
H -2.4988 0.0606 -0.4089  0.115
H -0.7010 1.4489 1.6145  0.125
H -1.3689 -1.2259 1.8166  0.017
H -0.3689 -0.3738 0.2915  0.017
H -1.2905 -0.1483 3.0663  0.080
C 2.8878 -1.1886 -0.4387  -0.224
C 1.5376 -1.2501 -1.1144  -0.668
S 0.2874 -1.9535 0.0328  0.536
H 3.1946 -2.1786 -0.0740  0.061
H 2.8490 -0.5496 0.4462  0.060
H 3.6759 -0.8328 -1.1181  0.068
H 1.5810 -1.8331 -2.0390  0.055
H 1.2719 -0.2161 -1.3435  0.046

<three>
C5H13NS | wB97M-V/def2-TZVPD

Kohn-Sham gap   9.6099 eV
Charge   0
Molar mass   119.2 g/mol
SMILES   CSCC[C@H](C)N

Each line ends with the Löwdin charge.
Element x y z (Å)
C 2.2675 -0.5238 -2.0515  -0.338
S 0.5076 0.3740 -2.2784  0.721
C 0.5764 1.2613 -0.6160  -0.474
C -0.6281 1.0665 0.3420  -0.251
C -1.0049 -0.3551 0.5917  -0.515
C -2.1241 -0.4282 1.5730  -0.103
N 0.0240 -1.0802 1.3796  0.027
H 2.5262 -0.8614 -3.1491  0.052
H 2.3734 -1.4518 -1.4274  0.037
H 2.8485 0.3513 -1.7748  0.001
H 1.4456 0.8820 -0.1047  0.037
H 0.6472 2.3609 -0.8879  0.083
H -1.4915 1.7088 -0.0171  0.137
H -0.5026 1.4827 1.3068  0.095
H -1.1915 -0.8927 -0.3271  0.107
H -3.0828 -0.1406 1.1934  0.061
H -1.9262 0.3563 2.3257  0.089
H -2.3344 -1.4500 1.9225  0.086
H 0.9358 -0.6682 1.1307  0.053
H 0.1338 -1.9917 0.8688  0.094

<four>
C5H13NS | wB97M-V/def2-TZVPD

Kohn-Sham gap   8.7841 eV
Charge   0
Molar mass   119.2 g/mol
SMILES   C=CN.CCCS

Each line ends with the Löwdin charge.
Element x y z (Å)
C 2.2363 -0.5239 2.2453  -0.005
C 1.8930 -0.9430 1.0165  -0.262
N 0.7998 -1.8015 0.7167  -0.044
H 3.0555 0.1979 2.3453  0.053
H 1.7381 -0.9089 3.1711  0.069
H 2.4759 -0.6443 0.1399  0.116
H 0.3288 -2.1335 1.5462  0.115
H 0.9785 -2.5854 0.1340  0.077
C -0.8189 1.6685 0.0091  -0.126
C -1.1911 1.4184 -1.4453  -0.349
C -1.7618 0.0117 -1.6602  -0.643
S -0.5290 -1.2885 -1.7381  0.593
H -1.7410 1.6700 0.6443  0.086
H -0.2893 2.6145 0.1234  0.065
H -0.1449 0.8703 0.4105  0.046
H -1.9004 2.1779 -1.7599  0.093
H -0.3299 1.5342 -2.1324  0.099
H -2.3253 -0.0094 -2.5989  0.057
H -2.4699 -0.1864 -0.8636  0.056
H -0.0044 -1.1385 -0.3040  -0.096

Most stable = <one>